DFT (the ωB97M-V functional and the def2-TZVPD basis) results for a structure of composition C19H35Br3NO15S2.

Properties
highest occupied orbital energy	-6.1	eV
calculated total energy	-284269.24470	eV
energy relative to the best compared isomer or geometry (same formula, charge and spin)	0.0	kJ/mol
gap between HOMO and LUMO	0.2869	hartree
charge	-1

Geometry as XYZ:
```
75
C19H35Br3NO15S2 (the ωB97M-V functional and the def2-TZVPD basis)
N -0.210 11.789 -13.795
O 0.910 11.279 -14.017
O -1.115 11.055 -13.312
O -0.474 12.968 -14.091
O -2.546 14.730 -15.695
C -1.872 14.784 -16.662
O -2.307 15.387 -17.815
C -1.389 15.291 -18.906
C -0.249 14.441 -18.361
C -0.493 14.114 -16.903
H -1.089 16.295 -19.214
H -1.915 14.846 -19.751
H 0.678 15.026 -18.432
H -0.049 13.613 -19.044
H 0.218 14.582 -16.230
H -0.586 13.044 -16.749
O -1.422 6.882 -14.833
C -0.630 7.253 -14.011
O -0.609 6.763 -12.770
C 0.431 7.375 -11.993
C 1.272 8.195 -12.976
C 0.355 8.385 -14.182
H 1.070 6.652 -11.485
H -0.082 7.968 -11.234
H 2.198 7.699 -13.269
H 1.571 9.122 -12.485
H 0.806 8.362 -15.171
H -0.204 9.326 -14.153
O 3.044 17.347 -14.234
C 2.955 16.234 -14.680
O 3.071 15.163 -13.863
C 2.693 13.959 -14.543
C 2.828 14.308 -16.017
C 2.566 15.807 -16.053
H 1.650 13.708 -14.318
H 3.243 13.058 -14.274
H 2.099 13.786 -16.642
H 3.809 14.040 -16.414
H 1.502 16.009 -16.204
H 3.090 16.298 -16.869
O -2.936 9.564 -8.816
S -2.213 9.834 -10.042
O -2.289 11.145 -10.624
O -0.669 9.349 -9.823
C 0.345 10.169 -10.475
C 1.679 9.718 -9.912
C -2.716 8.602 -11.252
H 0.167 11.205 -10.191
H 0.256 9.968 -11.543
H 1.908 8.711 -10.267
H 1.609 9.714 -8.825
H 2.459 10.392 -10.263
H -2.603 9.041 -12.243
H -3.774 8.364 -11.146
H -2.152 7.689 -11.087
O -2.318 11.182 -17.689
S -3.256 11.030 -16.591
O -3.438 12.093 -15.639
O -4.664 10.613 -17.295
C -5.851 10.919 -16.550
C -6.922 9.923 -17.007
C -2.899 9.474 -15.783
H -6.199 11.935 -16.734
H -5.633 10.786 -15.488
H -7.052 10.031 -18.082
H -7.824 10.059 -16.414
H -6.532 8.922 -16.815
H -2.592 8.745 -16.526
H -3.858 9.138 -15.379
H -2.227 9.593 -14.940
C 3.080 10.050 -16.279
Br 3.332 8.123 -16.386
Br 1.567 10.579 -17.417
Br 4.664 11.122 -16.565
H 2.678 10.179 -15.280
```